{
  "formula": "C30H80O10",
  "method": "ωB97M-V with the def2-TZVPD basis set",
  "symbols": ["C", "C", "C", "O", "H", "H", "H", "H", "H", "H", "H", "H", "C", "C", "C", "O", "H", "H", "H", "H", "H", "H", "H", "H", "C", "C", "C", "O", "H", "H", "H", "H", "H", "H", "H", "H", "C", "C", "C", "O", "H", "H", "H", "H", "H", "H", "H", "H", "C", "C", "C", "O", "H", "H", "H", "H", "H", "H", "H", "H", "C", "C", "C", "O", "H", "H", "H", "H", "H", "H", "H", "H", "C", "C", "C", "O", "H", "H", "H", "H", "H", "H", "H", "H", "C", "C", "C", "O", "H", "H", "H", "H", "H", "H", "H", "H", "C", "C", "C", "O", "H", "H", "H", "H", "H", "H", "H", "H", "C", "C", "C", "O", "H", "H", "H", "H", "H", "H", "H", "H"],
  "coordinates": [[-0.97499, -5.32642, -0.71658], [-0.15053, -4.40093, -1.61850], [0.56915, -5.15998, -2.73578], [-0.96715, -3.39514, -2.22597], [-1.84317, -5.76507, -1.20770], [-1.29911, -4.72691, 0.11565], [-0.28868, -6.05679, -0.29472], [0.55874, -3.90856, -0.92736], [-0.23674, -5.60227, -3.33629], [1.21016, -5.94181, -2.29491], [1.14074, -4.48404, -3.33111], [-0.55649, -3.05789, -3.00312], [-0.45245, 0.28776, 5.11284], [-1.68484, 1.13410, 5.04884], [-2.05167, 1.81376, 6.41659], [-1.62156, 2.19615, 4.09305], [-0.24187, -0.12920, 4.12043], [-0.53067, -0.61789, 5.72546], [0.41476, 0.72776, 5.59374], [-2.56081, 0.54027, 4.75027], [-2.03027, 1.07559, 7.27001], [-3.04453, 2.23450, 6.28796], [-1.41951, 2.63261, 6.70396], [-1.80042, 1.75194, 3.25453], [-1.47461, 5.80052, 4.57794], [-0.25624, 5.51685, 3.78652], [0.90258, 5.40175, 4.73387], [-0.42029, 4.42454, 2.88956], [-2.34277, 5.83528, 3.90691], [-1.33427, 6.61639, 5.20323], [-1.58978, 4.94194, 5.17018], [-0.04486, 6.36188, 3.20862], [0.73815, 4.79284, 5.63057], [1.17418, 6.44043, 5.06535], [1.85399, 5.10986, 4.24499], [-0.95396, 3.78128, 3.46978], [-3.52902, -1.55120, -3.67583], [-4.35249, -2.85577, -3.88947], [-4.68513, -3.04948, -5.37617], [-3.60925, -4.00191, -3.46841], [-3.17647, -1.47946, -2.67508], [-4.24967, -0.74945, -3.94267], [-2.74140, -1.59125, -4.44124], [-5.24091, -2.76147, -3.31947], [-3.84508, -3.20402, -5.99769], [-5.25943, -2.24118, -5.86126], [-5.33996, -3.89365, -5.36515], [-2.74278, -3.72521, -3.10551], [3.40823, 0.58983, 4.18992], [4.10453, 0.08572, 2.95141], [4.75822, -1.28815, 3.08451], [3.02410, -0.01512, 1.80228], [3.98319, 0.75144, 5.05052], [2.62562, -0.12986, 4.52817], [2.94857, 1.55173, 3.97400], [4.83284, 0.84639, 2.58727], [4.14913, -1.92982, 3.66207], [5.61145, -1.12783, 3.71577], [5.11234, -1.74473, 2.14696], [2.41407, 0.76491, 1.90482], [2.52509, 2.49965, -0.81198], [1.91466, 3.22522, 0.44042], [1.45810, 4.65375, 0.10608], [0.85223, 2.54993, 1.07307], [2.70638, 1.41733, -0.57719], [3.42328, 3.00761, -1.01992], [1.83896, 2.58953, -1.70846], [2.80792, 3.39092, 1.12171], [0.52952, 4.65456, -0.41680], [2.20950, 5.10914, -0.48269], [1.34168, 5.22357, 0.98365], [0.35043, 3.18161, 1.60419], [1.12040, -0.64833, -6.21237], [1.07510, -1.32337, -4.81741], [0.51782, -0.45877, -3.70705], [0.22612, -2.49576, -4.79774], [0.18569, -0.13806, -6.39319], [1.20960, -1.43511, -6.98475], [1.98572, -0.04077, -6.34336], [2.10867, -1.69752, -4.54443], [-0.53031, -0.34683, -3.90617], [0.99054, 0.54240, -3.62968], [0.56663, -0.94693, -2.70935], [0.37702, -2.99113, -5.60790], [4.71615, -4.19784, -0.95904], [4.26220, -2.87288, -0.45134], [3.62246, -1.98197, -1.51846], [3.30953, -3.09890, 0.57005], [5.11319, -4.93519, -0.21435], [5.49429, -3.95016, -1.66770], [3.85514, -4.79830, -1.35390], [5.08032, -2.34598, 0.02590], [3.18937, -1.05867, -1.09560], [2.91003, -2.52946, -2.14391], [4.38413, -1.59074, -2.21946], [2.97986, -2.27438, 0.99402], [-0.18284, -0.84601, 0.11792], [-1.46957, -0.30248, 0.88013], [-2.28286, -1.35811, 1.62232], [-1.11620, 0.73940, 1.72639], [-0.47487, -1.56261, -0.68769], [0.63272, -1.29431, 0.74198], [0.33574, 0.00189, -0.31445], [-2.04817, 0.14795, 0.02473], [-2.95404, -0.94459, 2.34175], [-1.52948, -1.91288, 2.11705], [-2.84789, -1.91889, 0.87801], [-0.38173, 1.22993, 1.25819], [-4.12906, 1.83582, -1.00096], [-3.36149, 2.66063, -2.00066], [-2.30122, 1.95832, -2.82014], [-4.31759, 3.29820, -2.80034], [-3.56787, 1.72818, -0.04990], [-4.22757, 0.85978, -1.41093], [-5.05574, 2.32143, -0.74477], [-2.87569, 3.48416, -1.42941], [-1.82482, 2.55331, -3.57175], [-2.74356, 1.11734, -3.39486], [-1.64074, 1.54520, -2.14575], [-4.93380, 2.67458, -3.13032]],
  "forces_ev_per_a": [[0.376, 0.812, -0.406], [0.441, -0.217, -0.027], [-0.777, -0.620, 1.187], [-1.251, -0.462, 1.463], [0.160, -0.149, -0.082], [-0.485, 0.209, 0.433], [-0.128, -0.341, -0.142], [0.076, -0.038, -0.435], [0.401, -0.142, -0.104], [-0.198, 0.237, -0.371], [0.531, 0.382, -0.498], [0.841, 0.384, -1.208], [0.555, -1.371, -0.202], [-0.936, 1.035, 1.815], [-0.272, -1.560, -0.223], [0.082, -0.215, 0.039], [0.384, 0.478, 0.049], [-0.846, 0.077, 0.106], [0.191, 0.781, -0.484], [0.285, -0.244, 0.234], [-0.204, 0.650, -0.959], [-0.226, -0.060, 0.272], [0.713, 0.335, -0.187], [0.313, 0.115, -0.552], [-1.059, -1.335, -1.880], [0.854, -0.099, 0.048], [1.988, 0.870, 0.350], [-1.274, -1.157, 1.725], [0.062, 0.495, 0.352], [-0.063, 1.718, 0.970], [-0.603, -1.234, 1.257], [0.344, 1.289, -1.406], [-0.073, -0.054, -0.278], [-0.514, -0.770, 0.076], [-0.628, -0.349, 0.065], [1.032, 0.422, -1.357], [-1.618, -0.878, -1.889], [2.298, 0.853, -0.945], [-1.470, 0.803, 0.931], [0.092, 0.227, 0.164], [0.444, 0.258, 0.772], [0.704, -0.055, 0.342], [0.172, 0.347, 0.490], [-1.071, -0.222, 0.627], [1.156, -0.436, -0.361], [0.130, 0.040, 0.582], [-0.277, -0.873, -0.550], [-0.460, -0.152, -0.031], [-1.740, -0.736, -0.675], [-1.121, 0.072, -2.271], [0.346, 1.308, -0.473], [1.067, 0.838, 1.980], [1.517, 0.120, 1.022], [0.323, 0.491, -0.517], [-0.296, 0.054, -0.053], [-0.408, -0.568, 0.170], [-0.969, -0.981, 0.184], [0.791, 0.075, 0.265], [-0.424, 0.274, 0.356], [0.780, -1.024, -0.077], [-2.785, -0.932, 0.759], [1.392, 1.249, -0.523], [0.433, -1.437, -0.188], [0.334, -0.982, -0.267], [-0.032, 0.962, -0.283], [1.229, 0.412, -0.388], [0.654, -0.196, 0.966], [-0.944, -0.613, -0.159], [-0.741, -0.088, -0.578], [0.752, 0.665, -0.769], [-0.205, 0.675, 1.211], [0.042, 0.406, 0.362], [-0.619, -1.864, 0.503], [1.227, -0.598, 0.228], [0.543, 0.289, 0.657], [-0.012, 0.429, -0.308], [-0.130, 0.435, -0.111], [-0.054, 0.198, 0.271], [0.460, 0.790, 0.142], [-0.817, 0.581, -0.323], [-0.681, 0.372, -0.152], [-0.182, -0.613, -0.147], [0.265, 0.188, -0.665], [-0.022, -0.136, 0.016], [-0.401, -1.603, 0.234], [-1.249, 0.915, 0.919], [0.929, 0.576, -0.765], [-0.996, -0.125, 0.977], [0.009, 1.204, -0.147], [0.095, -0.611, -0.620], [0.671, 0.863, -0.365], [0.615, 0.262, -0.212], [-0.131, -0.617, 0.105], [-0.193, 0.053, 0.355], [-0.068, -0.309, 0.182], [0.577, -0.444, -0.666], [-0.411, -0.669, 0.705], [0.268, -0.322, -2.547], [0.646, 0.811, -1.475], [1.209, 1.103, 0.246], [0.214, 0.521, 0.624], [-1.023, 0.018, -0.014], [-0.146, 0.381, -0.466], [-0.001, -0.529, 0.682], [-0.498, 0.499, 0.424], [0.350, -1.233, 0.717], [0.139, -0.376, 0.249], [-0.806, -0.321, 0.874], [1.592, -0.175, 1.250], [0.231, 1.442, 0.622], [-2.266, -0.703, -1.081], [0.459, 1.849, -0.627], [-0.192, -0.043, -0.464], [-0.700, -1.062, -0.195], [-0.402, 0.012, -0.142], [-0.178, -0.298, -0.478], [0.354, 0.780, -0.046], [0.021, 0.261, 0.401], [1.970, -0.961, 1.297], [-0.856, -1.048, -0.490]],
  "mulliken_charge": [-1.71, 1.29, -1.55, -0.12, 0.34, 0.36, 0.44, -0.09, 0.37, 0.41, 0.32, -0.02, -1.24, 0.84, -1.56, -0.45, 0.13, 0.52, 0.31, 0.10, 0.37, 0.40, 0.30, 0.15, -1.50, 0.55, -1.29, -0.33, 0.30, 0.52, 0.27, 0.41, 0.20, 0.43, 0.31, 0.22, -1.14, 0.57, -1.50, -0.58, 0.31, 0.44, 0.15, 0.30, 0.31, 0.35, 0.41, 0.34, -1.50, 0.91, -1.45, -0.17, 0.57, 0.22, 0.31, 0.17, 0.40, 0.51, 0.14, -0.07, -0.99, 0.78, -1.85, -0.10, -0.12, 0.63, 0.21, 0.00, 0.34, 0.51, 0.38, 0.00, -1.47, 0.76, -0.05, -0.46, 0.33, 0.42, 0.39, 0.09, -0.17, 0.34, -0.41, 0.24, -1.43, 0.86, -0.36, -0.62, 0.37, 0.38, 0.15, 0.22, -0.19, -0.14, 0.51, 0.11, -0.28, 1.80, -1.92, 0.36, -0.23, 0.17, 0.09, -0.93, 0.42, 0.51, 0.37, -0.07, -0.89, 0.57, -0.51, -0.61, -0.02, 0.22, 0.44, 0.14, 0.46, -0.06, -0.02, 0.35],
  "e_homo_ev": -9.67,
  "e_tot_ev": -52880.8922,
  "smiles": "CC(C)O.CC(C)O.CC(C)O.CC(C)O.CC(C)O.CC(C)O.CC(C)O.CC(C)O.CC(C)O.CC(C)O",
  "homo_lumo_gap_ev": 10.28,
  "de_lowest_kcal_mol": 53.8,
  "max_force_ev_per_a": 3.03,
  "charge": 0
}